# 1
A molecular structure, C14H26Ca2Cl6CsFNO16PS at a distorted geometry. Source: the Open Molecules 2025 dataset; level of theory: ωB97M-V/def2-TZVPD.

Atoms and positions in Å:
C  2.7071  -2.9194  -0.5169
C  2.9299  -2.3987  -1.5454
C  2.9425  -1.5505  -2.6996
C  1.9364  -2.1463  -3.6680
Cl  4.5568  -1.6233  -3.4873
O  2.6506  -0.3007  -2.1688
C  2.6868  0.7873  -3.0358
C  2.0555  1.8957  -2.1959
N  1.0048  1.3993  -1.3499
O  -0.3763  1.3971  -1.6981
C  -0.6153  0.0970  -2.2744
C  -1.7890  -0.7297  -1.5455
C  -1.2339  -1.7556  -0.5081
O  -2.8186  0.1182  -0.9898
P  3.2317  2.5353  -0.9200
O  3.6142  1.5199  0.0482
H  2.6502  -3.1861  0.4889
H  0.9163  -2.0662  -3.3269
H  2.0146  -1.7760  -4.6767
H  2.1507  -3.1974  -3.7260
H  3.6533  1.1240  -3.3815
H  2.0524  0.5889  -3.8948
H  1.7927  2.7559  -2.8071
H  1.0479  2.0503  -0.5638
H  0.2827  -0.4700  -2.1132
H  -0.8125  0.1959  -3.3837
H  -2.2722  -1.3720  -2.3385
H  -1.4348  -2.7587  -0.8285
H  -0.1147  -1.7141  -0.4298
H  -1.7375  -1.6498  0.4699
H  -3.5689  0.0646  -1.6170
H  4.3803  2.9721  -1.6041
H  2.5855  3.6162  -0.2744
O  -5.3807  1.0720  -1.3329
H  -5.9672  1.8364  -1.3908
H  -4.6606  1.3814  -0.7600
Cl  -7.7273  0.2426  -1.0383
C  3.8394  -3.3456  3.4744
Cl  3.6069  -1.6081  3.5648
Cl  2.3584  -4.1472  2.9588
Cl  5.1759  -3.7393  2.3783
H  4.0915  -3.7109  4.4590
Ca  -0.1097  0.1864  0.9662
O  -0.8842  -1.4935  -7.7798
S  -1.1201  -2.3467  -6.6087
O  -2.3868  -3.0699  -6.7959
O  -1.1744  -1.5267  -5.3795
O  -0.0316  -3.3280  -6.5207
C  -4.5643  1.2783  6.3530
C  -3.8841  0.3097  5.4092
C  -2.5478  -0.2029  5.8827
O  -1.8895  -0.4846  4.6175
C  -2.4169  0.3205  3.7215
O  -1.9478  0.4848  2.6019
O  -3.4937  0.9428  4.1467
H  -5.6444  1.2189  6.2429
H  -4.3296  1.0462  7.3905
H  -4.2772  2.3064  6.1398
H  -4.5565  -0.5127  5.1657
H  -2.6270  -1.0983  6.4893
H  -1.9605  0.5424  6.4202
Ca  -0.9623  3.2140  2.3957
F  1.0165  -1.7623  2.5965
Cs  -2.7232  0.4349  -3.9128
O  3.9583  3.6924  3.0505
Cl  4.0339  4.8114  2.1540
O  4.5822  5.9520  2.8273
O  2.6838  5.1264  1.6702
O  4.8511  4.4737  1.0053

Computed properties:
Gap between HOMO and LUMO   1.44 eV
Calculated total energy   -6782.775590 Ha
HOMO   -0.28100 hartree



# 2
A molecular structure, C14H26CdF6O7 at a distorted geometry. Source: the Open Molecules 2025 dataset; level of theory: ωB97M-V/def2-TZVPD.

Atoms and positions in Å:
Cd  0.7472  -0.1656  -0.9944
C  -2.3217  -0.4158  0.3805
O  -1.9033  -0.6940  1.7257
O  -1.2539  -0.4237  -0.4016
C  -3.3944  -1.4672  -0.0222
F  -3.5406  -1.6683  -1.3417
F  -3.1684  -2.6315  0.6034
F  -4.6184  -1.0511  0.3806
C  -2.6630  -0.1366  2.7830
C  -2.1505  -0.9052  4.0338
H  -1.1143  -0.6693  4.2443
H  -2.8170  -0.7839  4.8958
H  -2.3792  -1.9607  3.8584
H  -3.7359  -0.3169  2.7320
H  -2.3762  0.9050  2.9473
H  -2.8536  0.5463  0.4369
C  2.6846  1.1229  0.6199
O  1.2754  1.1609  0.8019
O  2.7285  0.4363  -0.5754
C  3.4057  2.4504  0.8615
F  4.6494  2.5731  0.3571
F  2.7110  3.5136  0.3837
F  3.5306  2.6188  2.2072
C  0.6762  1.6287  2.0245
C  0.0896  3.0317  1.8971
H  -0.7939  3.2417  2.5073
H  0.8749  3.7711  2.0272
H  -0.3974  3.1912  0.9280
H  1.2743  1.5102  2.9293
H  -0.1197  0.8960  2.1795
H  3.2053  0.3648  1.2363
C  -0.3371  2.6153  -2.4052
O  0.3691  1.3928  -2.5137
C  -0.1006  0.6341  -3.6442
C  0.5991  -0.6961  -3.9190
O  0.8682  -1.2745  -2.6318
C  1.3364  -2.6582  -2.6744
C  0.9631  -3.1466  -1.2378
O  1.3520  -2.1254  -0.3256
C  1.3538  -2.4774  1.0433
H  0.1973  3.3534  -1.8166
H  -1.3126  2.3869  -1.9627
H  -0.5944  3.0803  -3.3622
H  -0.1714  1.3270  -4.4877
H  -1.1584  0.3659  -3.4980
H  1.5996  -0.6002  -4.3580
H  -0.0465  -1.2921  -4.5643
H  2.4004  -2.5357  -2.8871
H  0.8664  -3.2210  -3.4782
H  1.5032  -4.0726  -1.0364
H  -0.1211  -3.2673  -1.2452
H  0.4152  -2.7962  1.4995
H  1.5778  -1.5350  1.5533
H  2.1891  -3.1303  1.3052

Computed properties:
ΔE to the lowest compared entry with this formula, charge and spin   46.8 kcal per mole
Gap between HOMO and LUMO   8.77 eV
Calculated total energy   -1842.528346 Ha
HOMO   -0.30534 hartree



# 3
A molecular structure, C14H26F2O10Si2. Source: the Open Molecules 2025 dataset; level of theory: ωB97M-V/def2-TZVPD.

Atoms and positions in Å:
C  5.8933  -2.4749  -0.5136
C  4.5095  -2.3333  0.1401
C  3.3981  -1.9745  -0.8537
C  1.9981  -2.1353  -0.2555
O  1.2130  -0.9728  -0.5984
Si  -0.2595  -0.7261  0.0524
C  -0.2872  0.9285  0.9575
C  -0.6735  0.7288  2.3750
O  -1.7695  0.9696  2.8263
O  -1.3686  -0.7064  -1.1432
Si  -3.0113  -0.9673  -1.0168
C  -3.3937  -2.3778  0.1607
C  -4.7765  -2.9929  -0.0293
O  -5.0150  -3.2789  -1.4052
H  5.8584  -2.2296  -1.5768
H  6.2853  -3.4886  -0.3986
H  6.6255  -1.8122  -0.0451
H  4.2287  -3.2727  0.6325
H  4.5205  -1.5638  0.9197
H  3.4729  -2.6145  -1.7383
H  3.4920  -0.9314  -1.1645
H  1.5055  -3.0272  -0.6504
H  2.0599  -2.2303  0.8356
H  -0.5443  -1.7906  1.0387
H  -0.9987  1.6101  0.4839
H  0.7183  1.3609  0.9046
H  0.0960  0.2878  3.0312
H  -3.6487  0.2691  -0.5027
H  -3.4975  -1.2285  -2.3762
H  -2.6241  -3.1539  0.1113
H  -3.3600  -1.9667  1.1780
H  -4.8414  -3.9182  0.5556
H  -5.5441  -2.3083  0.3510
H  -5.6120  -4.0286  -1.4752
C  1.7813  0.5411  -3.8210
C  2.5758  1.7325  -4.3207
O  3.9034  1.2432  -4.2948
C  3.8641  -0.1134  -4.4163
O  4.8005  -0.8011  -4.6376
O  2.5986  -0.5551  -4.2439
F  2.4768  2.8051  -3.5000
H  1.7185  0.5468  -2.7311
H  0.7875  0.4553  -4.2494
H  2.3343  2.0518  -5.3358
C  -2.9211  3.7211  3.7749
C  -2.4605  5.1599  3.6509
O  -3.5597  5.8837  4.1622
C  -4.2441  5.0739  5.0230
O  -5.0779  5.4435  5.7750
O  -3.8140  3.8004  4.8935
F  -2.2375  5.5293  2.3643
H  -3.4745  3.4156  2.8870
H  -2.1284  3.0100  3.9743
H  -1.5721  5.4071  4.2351

Computed properties:
Gap between HOMO and LUMO   10.85 eV
Calculated total energy   -2080.308056 Ha
HOMO   -0.38310 hartree



# 4
A molecular structure, C14H26HfNO7 at a distorted geometry. Source: the Open Molecules 2025 dataset; level of theory: ωB97M-V/def2-TZVPD.

Atoms and positions in Å:
Hf  -4.3874  17.3849  -24.2661
N  -7.2372  14.4894  -26.1379
O  -6.8893  15.5963  -26.5159
O  -7.8707  13.7270  -26.7559
O  -6.6948  14.2929  -25.0675
C  -2.7571  9.2310  -22.8346
O  -4.0527  8.7204  -22.4265
C  -5.0749  9.7065  -22.5308
C  -6.4275  9.0198  -22.7544
O  -6.5580  7.9843  -21.8449
C  -7.8794  7.4436  -21.8407
H  -2.0824  8.4236  -22.5501
H  -2.4911  10.1662  -22.3420
H  -2.7725  9.4110  -23.9095
H  -4.9441  10.3762  -23.3808
H  -5.0910  10.2547  -21.5888
H  -6.4583  8.4365  -23.6747
H  -7.1650  9.8219  -22.7812
H  -8.1478  6.9364  -22.7674
H  -8.6888  8.1343  -21.6041
H  -7.9697  6.7278  -21.0237
C  1.1207  8.0873  -28.4659
O  0.2584  8.6500  -29.4212
C  -0.0675  10.0238  -29.2885
C  -1.1920  10.4248  -30.2525
O  -2.3648  9.6526  -30.0320
C  -3.0716  9.8823  -28.8440
H  1.4164  7.1016  -28.8251
H  0.5341  7.9463  -27.5582
H  1.9732  8.7285  -28.2418
H  0.8014  10.5949  -29.6154
H  -0.2472  10.3607  -28.2675
H  -0.9101  10.3404  -31.3020
H  -1.5843  11.4417  -30.2676
H  -3.3595  10.9324  -28.7944
H  -2.4147  9.5083  -28.0587
H  -4.0055  9.3302  -28.7387
C  -8.8020  9.5914  -32.8402
C  -9.4075  10.7137  -32.3082
C  -10.2784  11.5240  -33.0265
C  -10.4992  11.1924  -34.3802
C  -9.8563  10.1300  -34.9760
C  -9.0244  9.2480  -34.1894
H  -8.1770  8.9415  -32.2458
H  -9.4449  10.9794  -31.2621
H  -10.7801  12.3541  -32.5515
H  -11.2791  11.7698  -34.8544
H  -10.0439  10.0214  -36.0341
H  -8.6300  8.3853  -34.7058

Computed properties:
ΔE to the lowest compared entry with this formula, charge and spin   125.9 kcal per mole
Total charge   +3
Gap between HOMO and LUMO   1.28 eV
Calculated total energy   -1176.665723 Ha
HOMO   -0.56075 hartree



Please write out number 4 again, unchanged.
A molecular structure, C14H26HfNO7 at a distorted geometry. Source: the Open Molecules 2025 dataset; level of theory: ωB97M-V/def2-TZVPD.

Atoms and positions in Å:
Hf  -4.3874  17.3849  -24.2661
N  -7.2372  14.4894  -26.1379
O  -6.8893  15.5963  -26.5159
O  -7.8707  13.7270  -26.7559
O  -6.6948  14.2929  -25.0675
C  -2.7571  9.2310  -22.8346
O  -4.0527  8.7204  -22.4265
C  -5.0749  9.7065  -22.5308
C  -6.4275  9.0198  -22.7544
O  -6.5580  7.9843  -21.8449
C  -7.8794  7.4436  -21.8407
H  -2.0824  8.4236  -22.5501
H  -2.4911  10.1662  -22.3420
H  -2.7725  9.4110  -23.9095
H  -4.9441  10.3762  -23.3808
H  -5.0910  10.2547  -21.5888
H  -6.4583  8.4365  -23.6747
H  -7.1650  9.8219  -22.7812
H  -8.1478  6.9364  -22.7674
H  -8.6888  8.1343  -21.6041
H  -7.9697  6.7278  -21.0237
C  1.1207  8.0873  -28.4659
O  0.2584  8.6500  -29.4212
C  -0.0675  10.0238  -29.2885
C  -1.1920  10.4248  -30.2525
O  -2.3648  9.6526  -30.0320
C  -3.0716  9.8823  -28.8440
H  1.4164  7.1016  -28.8251
H  0.5341  7.9463  -27.5582
H  1.9732  8.7285  -28.2418
H  0.8014  10.5949  -29.6154
H  -0.2472  10.3607  -28.2675
H  -0.9101  10.3404  -31.3020
H  -1.5843  11.4417  -30.2676
H  -3.3595  10.9324  -28.7944
H  -2.4147  9.5083  -28.0587
H  -4.0055  9.3302  -28.7387
C  -8.8020  9.5914  -32.8402
C  -9.4075  10.7137  -32.3082
C  -10.2784  11.5240  -33.0265
C  -10.4992  11.1924  -34.3802
C  -9.8563  10.1300  -34.9760
C  -9.0244  9.2480  -34.1894
H  -8.1770  8.9415  -32.2458
H  -9.4449  10.9794  -31.2621
H  -10.7801  12.3541  -32.5515
H  -11.2791  11.7698  -34.8544
H  -10.0439  10.0214  -36.0341
H  -8.6300  8.3853  -34.7058

Computed properties:
ΔE to the lowest compared entry with this formula, charge and spin   125.9 kcal per mole
Total charge   +3
Gap between HOMO and LUMO   1.28 eV
Calculated total energy   -1176.665723 Ha
HOMO   -0.56075 hartree